(1)
Formula: C4H4O
Source: the Open Molecules 2025 dataset
Level of theory: ωB97M-V/def2-TZVPD

Calculated values
net charge: 0
F_max: 4.36 eV/Å
orbital gap: 10.394 eV
lowest unoccupied orbital energy: 0.0064 Eh
electronic energy: -229.9589 a.u.
relative energy (zero: lowest compared OMol25 entry of this formula, charge and spin): 1.8789 eV

Last column: Mulliken charge in e.
Element x y z (Å)
C: 2.151 -0.370 0.016  0.331
C: 0.984 -0.441 -0.014  -0.502
C: -0.415 -0.609 0.028  0.296
C: -1.149 0.670 -0.028  -0.887
O: -1.080 -1.665 -0.018  -0.541
H: 3.217 -0.409 -0.102  0.430
H: -2.203 0.401 0.112  0.267
H: -0.855 1.251 -0.856  0.329
H: -0.650 1.171 0.863  0.276

=====

(2)
Formula: C4H4O2
Source: the Open Molecules 2025 dataset
Level of theory: ωB97M-V/def2-TZVPD

Calculated values
net charge: 0
F_max: 6.97 eV/Å
orbital gap (spin up / spin down): 8.269 / 8.266 eV
lowest unoccupied orbital energy (spin up / spin down): 0.0147 / 0.0147 Eh
electronic energy: -305.1311 a.u.
relative energy (zero: lowest compared OMol25 entry of this formula, charge and spin): 4.0373 eV

Last column: Mulliken charge in e.
Element x y z (Å)
C: -0.150 -1.020 -0.068  -0.448
C: 1.241 -0.894 -0.109  -0.264
C: 0.667 1.268 -0.182  -0.432
C: -0.843 0.133 0.093  0.388
O: 1.670 0.327 -0.132  -0.203
O: -2.152 0.422 -0.065  -0.501
H: -0.658 -1.972 0.016  0.348
H: 1.939 -1.618 -0.126  0.524
H: 0.705 1.967 0.726  0.216
H: -2.418 1.389 -0.153  0.371

=====

(3)
Formula: C4H4O2
Source: the Open Molecules 2025 dataset
Level of theory: ωB97M-V/def2-TZVPD

Calculated values
net charge: 0
F_max: 1.15 eV/Å
orbital gap: 9.605 eV
lowest unoccupied orbital energy: -0.0030 Eh
electronic energy: -305.1639 a.u.
relative energy (zero: lowest compared OMol25 entry of this formula, charge and spin): 3.1443 eV

Last column: Mulliken charge in e.
Element x y z (Å)
C: 0.252 -1.847 0.098  -0.582
C: -0.156 -0.641 0.422  0.335
C: -0.832 0.561 0.725  0.175
O: -1.983 0.942 0.676  -0.545
C: 0.411 0.934 0.072  -0.168
O: 0.427 1.729 -1.047  -0.492
H: 0.971 -1.711 -0.691  0.263
H: 0.018 -2.833 0.515  0.289
H: 1.376 0.974 0.571  0.398
H: -0.483 1.892 -1.340  0.325

=====

(4)
Formula: C4H4O2
Source: the Open Molecules 2025 dataset
Level of theory: ωB97M-V/def2-TZVPD

Calculated values
net charge: 0
F_max: 4.17 eV/Å
orbital gap: 10.484 eV
lowest unoccupied orbital energy: 0.0212 Eh
electronic energy: -305.1133 a.u.
relative energy (zero: lowest compared OMol25 entry of this formula, charge and spin): 4.5203 eV

Last column: Mulliken charge in e.
Element x y z (Å)
C: 2.165 -0.731 -0.407  0.284
C: 1.197 -0.166 0.038  -0.719
C: -0.028 0.481 0.544  0.044
O: -0.358 1.650 -0.143  -0.531
C: -1.213 -0.557 0.322  -0.115
O: -2.009 -0.159 -0.551  -0.463
H: 3.033 -1.213 -0.798  0.405
H: 0.092 0.732 1.604  0.255
H: -1.001 1.392 -0.836  0.336
H: -1.943 -1.408 0.196  0.504

=====

(5)
Formula: C4H4O2
Source: the Open Molecules 2025 dataset
Level of theory: ωB97M-V/def2-TZVPD

Calculated values
net charge: 0
F_max: 7.89 eV/Å
orbital gap: 10.557 eV
lowest unoccupied orbital energy: -0.0087 Eh
electronic energy: -305.1849 a.u.
relative energy (zero: lowest compared OMol25 entry of this formula, charge and spin): 2.5720 eV

Last column: Mulliken charge in e.
Element x y z (Å)
C: -2.853 0.095 -0.659  -0.108
C: -1.689 -0.056 -0.416  -0.492
C: -0.307 -0.008 -0.519  0.834
O: 0.518 -0.361 -1.423  -0.563
O: 0.295 0.382 0.723  -0.326
C: 1.727 0.068 0.741  -0.640
H: -3.851 -0.026 -0.618  0.455
H: 2.319 0.848 1.091  0.269
H: 2.030 -0.158 -0.318  0.343
H: 1.810 -0.783 1.397  0.227

=====

(6)
Formula: C4H4O2
Source: the Open Molecules 2025 dataset
Level of theory: ωB97M-V/def2-TZVPD

Calculated values
net charge: 0
F_max: 3.82 eV/Å
orbital gap: 10.042 eV
lowest unoccupied orbital energy: 0.0225 Eh
electronic energy: -305.1751 a.u.
relative energy (zero: lowest compared OMol25 entry of this formula, charge and spin): 2.8394 eV

Last column: Mulliken charge in e.
Element x y z (Å)
C: -1.633 -0.528 0.167  -0.406
O: -0.276 -0.781 0.690  -0.375
C: 0.734 -0.112 0.312  0.534
C: 1.026 0.938 -0.524  -0.457
C: 2.103 0.195 0.063  0.264
O: 3.283 0.056 0.264  -0.576
H: -1.879 -1.415 -0.449  0.210
H: -1.518 0.504 -0.396  0.224
H: -2.294 -0.472 0.978  0.205
H: 0.453 1.615 -1.105  0.378

=====

(7)
Formula: C4H4O2
Source: the Open Molecules 2025 dataset
Level of theory: ωB97M-V/def2-TZVPD

Calculated values
net charge: 0
F_max: 3.32 eV/Å
orbital gap: 9.666 eV
lowest unoccupied orbital energy: 0.0169 Eh
electronic energy: -305.1029 a.u.
relative energy (zero: lowest compared OMol25 entry of this formula, charge and spin): 4.8033 eV

Last column: Mulliken charge in e.
Element x y z (Å)
O: -0.186 2.206 0.548  -0.558
C: -0.101 1.089 0.126  0.526
C: -1.153 0.003 -0.040  -0.405
C: 0.338 -0.970 0.464  -0.326
O: 0.463 -0.883 -0.976  -0.383
C: 1.029 0.157 -0.184  -0.151
H: -1.572 0.017 -1.090  0.194
H: -1.927 -0.166 0.667  0.328
H: 1.032 -1.759 0.865  0.315
H: 2.078 0.306 -0.380  0.461

=====

(8)
Formula: C4H4O2
Source: the Open Molecules 2025 dataset
Level of theory: ωB97M-V/def2-TZVPD

Calculated values
net charge: 0
F_max: 0.59 eV/Å
orbital gap: 10.207 eV
lowest unoccupied orbital energy: 0.0107 Eh
electronic energy: -305.1733 a.u.
relative energy (zero: lowest compared OMol25 entry of this formula, charge and spin): 2.8891 eV

Last column: Mulliken charge in e.
Element x y z (Å)
O: -0.206 -0.055 -1.974  -0.514
C: -0.841 -0.604 -1.095  0.140
C: -0.375 -0.491 0.279  -0.138
C: -0.588 0.584 1.013  -0.175
C: 0.823 0.121 0.920  -0.131
O: 1.772 0.777 0.156  -0.522
H: -1.823 -1.069 -1.284  0.349
H: -1.273 1.420 1.011  0.330
H: 1.276 -0.346 1.788  0.320
H: 1.478 0.732 -0.768  0.340

=====

(9)
Formula: C4H4O2
Source: the Open Molecules 2025 dataset
Level of theory: ωB97M-V/def2-TZVPD

Calculated values
net charge: 0
F_max: 2.89 eV/Å
orbital gap (spin up / spin down): 8.352 / 7.338 eV
lowest unoccupied orbital energy (spin up / spin down): 0.0342 / -0.1116 Eh
<S²>: 2.01
electronic energy: -305.1661 a.u.
relative energy (zero: lowest compared OMol25 entry of this formula, charge and spin): 0.0000 eV
spin multiplicity: 3

Last column: Mulliken charge in e.
Element x y z (Å)
C: -0.910 -0.773 -0.014  0.306
C: -0.994 0.761 0.002  0.261
C: 0.608 -0.754 -0.017  -0.273
C: 0.667 0.779 0.021  -0.358
O: -1.733 -1.637 0.014  -0.484
O: -1.832 1.597 -0.008  -0.435
H: 1.030 -1.258 0.851  0.237
H: 1.034 -1.204 -0.911  0.231
H: 1.064 1.267 -0.863  0.255
H: 1.067 1.222 0.924  0.259

=====

(10)
Formula: C4H4O2P2
Source: the Open Molecules 2025 dataset
Level of theory: ωB97M-V/def2-TZVPD

Calculated values
net charge: 0
F_max: 3.62 eV/Å
orbital gap: 8.005 eV
lowest unoccupied orbital energy: -0.0367 Eh
electronic energy: -987.8872 a.u.
relative energy (zero: lowest compared OMol25 entry of this formula, charge and spin): 1.2611 eV

Last column: Mulliken charge in e.
Element x y z (Å)
C: -1.481 -0.077 -0.619  -0.164
C: -0.303 0.030 -1.326  -0.606
C: -1.274 -0.110 0.711  0.242
C: 0.823 -0.096 -0.502  0.470
O: -1.442 0.040 3.338  -0.419
O: 0.554 -0.160 0.756  -0.467
P: -2.288 -0.040 2.157  0.121
P: 2.505 -0.134 -1.071  -0.169
H: -2.485 -0.267 -0.842  0.429
H: -0.202 0.211 -2.340  0.447
H: 2.765 -0.475 0.240  0.054
H: 2.829 1.078 -0.502  0.064

=====

(11)
Formula: C4H4O2S
Source: the Open Molecules 2025 dataset
Level of theory: ωB97M-V/def2-TZVPD

Calculated values
net charge: 0
F_max: 1.93 eV/Å
orbital gap: 9.176 eV
lowest unoccupied orbital energy: 0.0031 Eh
electronic energy: -703.4849 a.u.
relative energy (zero: lowest compared OMol25 entry of this formula, charge and spin): 0.1931 eV

Last column: Mulliken charge in e.
Element x y z (Å)
O: 0.032 1.423 -2.182  -0.487
C: 0.027 0.823 -1.164  0.480
C: -0.186 -0.622 -0.824  -0.347
C: 0.051 -0.719 0.723  -0.340
C: 0.238 0.713 1.104  0.245
S: 0.244 1.288 2.590  -0.300
O: 0.272 1.548 0.044  -0.302
H: 0.496 -1.282 -1.369  0.268
H: -1.252 -0.829 -1.176  0.237
H: -0.826 -1.001 1.273  0.250
H: 0.903 -1.341 0.982  0.296

=====

(12)
Formula: C4H4O2S2
Source: the Open Molecules 2025 dataset
Level of theory: ωB97M-V/def2-TZVPD

Calculated values
net charge: 0
F_max: 2.98 eV/Å
orbital gap: 8.040 eV
lowest unoccupied orbital energy: -0.0254 Eh
electronic energy: -1101.6354 a.u.
relative energy (zero: lowest compared OMol25 entry of this formula, charge and spin): 0.7018 eV

Last column: Mulliken charge in e.
Element x y z (Å)
C: -1.424 1.122 -1.025  -0.793
C: -0.485 0.633 -0.207  0.333
C: -0.381 1.334 1.123  0.549
O: -1.115 2.182 1.461  -0.522
O: 0.653 0.873 1.871  -0.446
C: 0.199 -0.652 -0.553  0.253
S: 0.676 -0.727 -2.107  -0.257
S: 0.480 -1.791 0.711  -0.147
H: -1.949 2.016 -0.722  0.301
H: -1.646 0.824 -2.154  0.227
H: 0.520 1.144 2.794  0.343
H: 0.825 -2.752 -0.261  0.160

=====

(13)
Formula: C4H4O3
Source: the Open Molecules 2025 dataset
Level of theory: ωB97M-V/def2-TZVPD

Calculated values
net charge: 0
F_max: 2.01 eV/Å
orbital gap (spin up / spin down): 7.180 / 7.181 eV
lowest unoccupied orbital energy (spin up / spin down): -0.0488 / -0.0488 Eh
electronic energy: -380.3383 a.u.
relative energy (zero: lowest compared OMol25 entry of this formula, charge and spin): 5.6787 eV

Last column: Mulliken charge in e.
Element x y z (Å)
C: -0.617 0.721 0.710  0.440
C: -0.784 -0.235 -0.315  0.331
C: 1.037 0.933 0.675  0.248
C: -1.241 -1.340 -0.833  -0.552
O: 1.187 -0.409 -0.274  -0.546
O: -1.364 1.397 1.364  -0.500
O: 1.713 0.877 1.692  -0.593
H: 1.925 -0.194 -0.864  0.327
H: 1.066 1.823 -0.002  0.275
H: -2.319 -1.435 -0.961  0.273
H: -0.603 -2.139 -1.192  0.297

=====

(14)
Formula: C4H4O3
Source: the Open Molecules 2025 dataset
Level of theory: ωB97M-V/def2-TZVPD

Calculated values
net charge: 0
F_max: 0.39 eV/Å
orbital gap: 10.692 eV
lowest unoccupied orbital energy: 0.0213 Eh
electronic energy: -380.3332 a.u.
relative energy (zero: lowest compared OMol25 entry of this formula, charge and spin): 5.8195 eV

Last column: Mulliken charge in e.
Element x y z (Å)
O: -0.619 1.170 -1.372  -0.551
C: -0.897 0.811 -0.166  0.084
C: 0.321 0.137 0.256  0.177
C: -0.087 -1.062 1.006  -0.255
O: -1.209 -0.895 0.152  -0.433
C: 0.999 0.394 -0.986  0.140
O: 1.718 1.161 -0.266  -0.491
H: -1.690 1.284 0.410  0.428
H: 0.482 -1.974 0.811  0.249
H: -0.294 -0.926 2.072  0.233
H: 1.277 -0.099 -1.917  0.419

=====

(15)
Formula: C4H4O3
Source: the Open Molecules 2025 dataset
Level of theory: ωB97M-V/def2-TZVPD

Calculated values
net charge: 0
F_max: 1.49 eV/Å
orbital gap (spin up / spin down): 8.138 / 7.518 eV
lowest unoccupied orbital energy (spin up / spin down): -0.0711 / -0.0960 Eh
electronic energy: -380.3685 a.u.
relative energy (zero: lowest compared OMol25 entry of this formula, charge and spin): 4.8578 eV

Last column: Mulliken charge in e.
Element x y z (Å)
O: -1.932 0.758 0.784  -0.539
C: -0.838 1.133 0.343  0.061
C: 0.118 0.144 -0.045  0.272
C: -0.261 -1.247 0.389  -0.194
O: -0.180 -1.929 -0.685  -0.442
C: 1.323 0.377 -0.842  -0.112
O: 1.749 1.502 -1.006  -0.470
H: -0.578 2.195 0.297  0.406
H: 0.108 -1.657 1.347  0.355
H: -1.362 -0.751 0.614  0.316
H: 1.853 -0.525 -1.195  0.346

=====

(16)
Formula: C4H4O3
Source: the Open Molecules 2025 dataset
Level of theory: ωB97M-V/def2-TZVPD

Calculated values
net charge: 0
F_max: 1.40 eV/Å
orbital gap: 8.849 eV
lowest unoccupied orbital energy: -0.0039 Eh
electronic energy: -380.3554 a.u.
relative energy (zero: lowest compared OMol25 entry of this formula, charge and spin): 5.2134 eV

Last column: Mulliken charge in e.
Element x y z (Å)
O: -1.046 2.357 -1.935  -0.191
C: -0.575 1.771 -1.080  0.102
O: -1.953 0.093 -0.241  -0.674
C: -1.137 -0.199 0.692  0.091
C: 0.325 -0.168 0.451  0.257
C: 1.478 -0.641 -0.270  -0.084
O: 1.400 -0.309 1.174  -0.383
H: -0.846 -1.348 0.777  0.108
H: -1.323 0.083 1.752  0.302
H: 2.062 0.063 -0.856  0.247
H: 1.613 -1.702 -0.463  0.226

=====

(17)
Formula: C4H4O3S
Source: the Open Molecules 2025 dataset
Level of theory: ωB97M-V/def2-TZVPD

Calculated values
net charge: 0
F_max: 4.41 eV/Å
orbital gap: 9.366 eV
lowest unoccupied orbital energy: -0.0482 Eh
electronic energy: -778.6992 a.u.
relative energy (zero: lowest compared OMol25 entry of this formula, charge and spin): 1.2246 eV

Last column: Mulliken charge in e.
Element x y z (Å)
O: -3.300 0.412 -0.291  -0.512
C: -2.165 0.010 -0.026  0.373
O: -1.828 -1.309 0.309  -0.485
C: -1.081 1.109 0.042  -0.301
C: 0.270 1.058 0.185  -0.417
C: 1.090 -0.084 -0.022  1.092
O: 0.702 -1.207 -0.198  -0.647
S: 2.837 0.020 -0.044  -0.192
H: -0.908 -1.522 0.392  0.424
H: -1.515 2.078 0.182  0.352
H: 0.712 2.059 0.499  0.191
H: 3.044 1.331 0.010  0.122

=====

(18)
Formula: C4H4O3S2
Source: the Open Molecules 2025 dataset
Level of theory: ωB97M-V/def2-TZVPD

Calculated values
net charge: -2
F_max: 3.95 eV/Å
orbital gap: 5.735 eV
lowest unoccupied orbital energy: 0.2089 Eh
electronic energy: -1176.9076 a.u.
relative energy (zero: lowest compared OMol25 entry of this formula, charge and spin): 0.4803 eV

Last column: Mulliken charge in e.
Element x y z (Å)
C: 0.481 0.247 -0.457  -1.369
C: -0.767 0.310 0.425  0.879
S: -2.180 -0.797 -0.101  -0.502
C: -0.500 0.019 1.940  0.353
O: -1.137 -0.948 2.455  -0.765
O: 0.536 0.630 2.366  -0.740
C: -1.285 1.984 0.420  0.306
O: -2.275 2.307 1.094  -0.640
S: -0.496 3.089 -0.615  -0.651
H: 0.336 0.839 -1.418  0.310
H: 0.718 -0.840 -0.922  0.261
H: 1.262 0.687 0.097  0.333
H: -2.395 -1.125 1.340  0.225

=====

(19)
Formula: C4H4O4
Source: the Open Molecules 2025 dataset
Level of theory: ωB97M-V/def2-TZVPD

Calculated values
net charge: -2
F_max: 3.81 eV/Å
orbital gap: 7.987 eV
lowest unoccupied orbital energy: 0.2527 Eh
electronic energy: -455.7621 a.u.
relative energy (zero: lowest compared OMol25 entry of this formula, charge and spin): 1.3337 eV

Last column: Mulliken charge in e.
Element x y z (Å)
C: -2.733 0.220 -0.197  0.054
C: 2.594 0.321 0.198  0.367
C: 0.309 -0.803 -0.155  -0.531
C: 1.008 0.192 0.356  -0.194
O: -2.757 -0.625 0.733  -0.668
O: 3.040 0.125 -0.928  -0.709
O: -2.962 1.426 -0.158  -0.641
O: 3.250 0.665 1.194  -0.742
H: -0.722 -0.752 0.008  0.268
H: 0.658 -1.250 -1.076  0.225
H: -2.453 -0.311 -1.215  0.230
H: 0.768 0.791 1.241  0.341

=====

(20)
Formula: C4H4O4S2
Source: the Open Molecules 2025 dataset
Level of theory: ωB97M-V/def2-TZVPD

Calculated values
net charge: 0
F_max: 4.35 eV/Å
orbital gap (spin up / spin down): 8.148 / 8.142 eV
lowest unoccupied orbital energy (spin up / spin down): -0.0513 / -0.0514 Eh
electronic energy: -1251.8454 a.u.
relative energy (zero: lowest compared OMol25 entry of this formula, charge and spin): 0.0000 eV

Last column: Mulliken charge in e.
Element x y z (Å)
C: 0.524 1.230 -0.872  -0.386
C: -0.205 0.438 -0.144  -0.073
C: 2.414 -0.231 -1.428  -0.508
C: 0.170 -0.984 0.307  -0.645
O: 4.750 0.474 0.065  -0.554
O: 2.925 1.892 0.474  -0.460
O: 2.513 -0.499 1.016  -0.337
O: 2.086 -2.721 -0.169  -0.604
S: 3.347 0.679 -0.074  1.033
S: 1.865 -1.310 -0.149  0.977
H: 0.764 2.055 -1.483  0.457
H: -1.283 0.783 0.238  0.260
H: 0.004 -1.185 1.305  0.425
H: -0.560 -1.775 -0.018  0.416